Record 1
Computed, not measured: a cluster of 3 separate species, C4H11NO2S in total, with ωB97M-V with the def2-TZVPD basis set.

Output
Highest occupied orbital energy (Eh): -0.3334
M (g mol⁻¹): 137.20
Frontier orbital gap (Ha): 0.18462

```
19
Properties=species:S:1:pos:R:3:forces:R:3
N -0.968 0.158 1.200 2.0 0.9 -1.0
O -2.730 -0.300 -0.302 -0.3 0.1 1.0
H -2.922 -0.337 1.691 0.5 0.6 0.1
C -2.321 0.245 0.966 -2.2 -1.5 -1.2
H 2.156 -1.681 0.834 -0.1 -0.7 -0.4
C 1.926 -0.635 0.796 0.1 -0.2 0.2
H 0.524 -0.997 -0.845 -0.2 0.0 0.2
H 1.653 -0.389 1.817 -0.2 0.4 0.1
H 0.311 1.673 0.527 0.0 0.1 0.7
S 4.582 0.095 -0.303 -0.9 -0.2 0.5
H 2.931 -0.167 0.716 1.1 0.7 -0.3
O -0.941 -0.166 -2.076 -0.4 -0.8 0.0
H -2.028 -0.398 -1.031 0.7 0.4 -0.7
H 1.565 0.336 -1.079 -0.3 0.3 0.2
H -0.757 1.051 -0.686 0.0 0.2 -0.2
C 0.986 -0.172 -0.303 0.8 -0.3 0.5
C -0.164 0.744 0.184 -0.7 -0.7 -0.2
H -1.108 -0.344 -3.008 -0.2 0.3 0.0
H -2.694 1.285 0.904 0.4 0.3 0.5
```
Forces are in eV/Å.

Which charges does Löwdin predict for the atoms? In e, they are:
1. N 0.24
2. O -0.06
3. H 0.14
4. C -0.28
5. H 0.08
6. C -0.13
7. H 0.10
8. H 0.09
9. H 0.18
10. S 0.15
11. H -0.15
12. O -0.30
13. H 0.01
14. H 0.11
15. H 0.10
16. C -0.21
17. C -0.22
18. H -0.01
19. H 0.17

=====

Record 2
Computed, not measured: a structure of composition C12H17BMnN6O2, with ωB97M-V with the def2-TZVPD basis set.

Output
Spin multiplicity: 4
Charge: +2
Highest occupied orbital energy (spin up / spin down) (Eh): -0.5984 / -0.5753
M (g mol⁻¹): 343.06
Frontier orbital gap (spin up / spin down) (Ha): 0.28729 / 0.13292

```
39
Properties=species:S:1:pos:R:3:forces:R:3
N 0.247 1.498 0.148 -0.1 0.7 1.0
N 1.392 -1.022 -0.199 1.3 -0.8 -0.4
H 0.913 4.713 0.157 0.1 0.2 0.1
H -0.159 1.744 4.065 -0.1 -0.3 0.0
H 2.251 -2.443 1.123 0.1 0.0 0.0
C -2.484 -0.946 -1.571 1.2 0.7 -0.9
C -1.722 -2.665 1.769 0.0 -0.5 0.0
H -0.141 2.814 1.799 0.2 -0.1 -0.3
H -2.511 -3.142 1.179 0.2 0.4 -0.1
C -2.578 -0.710 -2.956 -0.1 -0.1 0.6
H -0.992 0.200 -4.295 -0.2 -0.2 0.0
H -1.444 -1.651 1.333 -0.6 -1.1 0.4
C 1.102 3.021 -1.252 -0.5 -1.8 -0.2
N -0.571 -0.042 -2.269 -0.4 -0.2 0.9
N -1.256 -0.528 -1.143 -0.9 -0.2 -1.9
C -1.366 -0.151 -3.341 0.3 0.1 0.5
N 1.776 -0.525 -1.444 0.2 -0.2 0.1
H 1.486 3.384 -2.189 0.1 0.1 0.0
H -1.710 1.106 4.708 0.1 0.2 -0.1
C -1.137 1.327 3.807 0.1 -0.1 0.5
H -3.411 -0.906 -3.603 -0.1 -0.1 0.0
O -1.027 0.039 3.130 0.3 -0.1 -1.4
H -1.689 2.014 3.167 -0.1 -0.1 0.0
N 0.764 1.726 -1.118 0.7 1.3 0.0
C 3.313 -1.995 -0.821 -0.2 -0.4 0.8
H -0.875 -3.363 1.826 -0.1 0.5 -0.1
C 2.333 -1.928 0.179 -0.4 1.0 -0.8
B 0.876 0.550 -2.121 -0.5 -0.6 -0.2
C 0.786 3.672 -0.060 -0.2 0.1 0.4
C 0.113 -0.256 2.456 2.5 1.1 2.2
H 1.318 0.893 -3.175 0.0 0.0 0.2
C 0.242 2.694 0.791 -0.1 -1.6 -0.8
O 1.244 -0.180 2.915 -2.5 -0.3 -1.3
H -3.213 -1.376 -0.892 0.2 0.1 -0.1
H 4.174 -2.637 -0.822 0.1 0.0 0.0
Mn -0.270 -0.479 0.518 0.3 1.3 1.1
H 3.387 -0.863 -2.768 -0.1 0.0 0.3
C 2.933 -1.098 -1.810 -1.1 0.6 -0.1
H -2.097 -2.489 2.779 0.2 0.3 -0.2
```
Forces are in eV/Å.

Which charges does Löwdin predict for the atoms? In e, they are:
1. N 0.04
2. N -0.03
3. H 0.13
4. H 0.11
5. H 0.14
6. C -0.04
7. C 0.03
8. H 0.12
9. H 0.06
10. C 0.01
11. H 0.15
12. H -0.03
13. C 0.04
14. N 0.00
15. N -0.07
16. C -0.01
17. N 0.03
18. H 0.16
19. H 0.11
20. C 0.00
21. H 0.12
22. O -0.09
23. H 0.09
24. N 0.03
25. C 0.04
26. H 0.06
27. C -0.02
28. B -0.44
29. C 0.08
30. C -0.45
31. H 0.14
32. C 0.00
33. O 0.12
34. H 0.13
35. H 0.13
36. Mn 0.86
37. H 0.16
38. C 0.02
39. H 0.06

=====

Number 1: E_tot -20736.597 eV. Number 2: E_tot -57733.028 eV.